1.
{"formula": "C4H5NO2", "method": "ωB97M-V/def2-TZVPD", "max_force_ha_per_bohr": 0.0100, "relative_energy_kj_mol": 121.86, "spin_multiplicity": 1, "gap_ev": 11.00, "smiles": "O=C[C@H]1CN=CO1", "symbols": ["H", "H", "C", "C", "C", "N", "C", "O", "H", "H", "H", "O"], "xyz": [[0.757, 1.767, 0.550], [-0.257, 0.781, -1.423], [-1.779, 0.127, -0.067], [1.450, -1.096, -0.243], [-0.339, 0.181, -0.510], [1.793, -0.117, 0.480], [0.577, 0.693, 0.618], [-2.567, 1.002, -0.325], [0.147, 0.483, 1.608], [-2.040, -0.739, 0.576], [2.069, -1.951, -0.500], [0.190, -1.131, -0.762]], "lowdin_charge": [0.12, 0.16, -0.20, -0.22, -0.26, 0.08, -0.14, 0.08, 0.12, 0.14, 0.14, -0.02]}


2.
{"formula": "C4H5NO2", "method": "ωB97M-V/def2-TZVPD", "max_force_ha_per_bohr": 0.0143, "relative_energy_kj_mol": 191.21, "spin_multiplicity": 1, "gap_ev": 10.53, "smiles": "O=C[C@H]1CN1C=O", "symbols": ["C", "H", "N", "C", "H", "C", "O", "O", "C", "H", "H", "H"], "xyz": [[0.515, 0.226, 0.701], [0.105, -0.202, -2.653], [0.773, -0.101, -0.681], [0.586, -1.198, 0.238], [-0.363, -1.737, 0.213], [-0.077, 0.320, -1.697], [-0.945, 1.574, 1.993], [-0.865, 1.232, -1.583], [-0.829, 0.738, 1.132], [1.461, -1.803, 0.458], [-1.714, 0.266, 0.661], [1.354, 0.684, 1.218]], "lowdin_charge": [-0.20, 0.14, -0.01, -0.05, 0.12, -0.29, 0.07, 0.06, -0.23, 0.11, 0.13, 0.15]}


3.
{"formula": "C4H5NO2", "method": "ωB97M-V/def2-TZVPD", "max_force_ha_per_bohr": 0.0125, "relative_energy_kj_mol": 492.25, "spin_multiplicity": 1, "gap_ev": 8.21, "symbols": ["H", "N", "H", "H", "C", "C", "O", "H", "H", "O", "C", "C"], "xyz": [[0.184, 1.521, 1.589], [1.857, 0.139, -0.107], [-1.648, -0.730, 0.811], [-0.070, 1.091, 2.149], [-1.591, 0.073, 0.049], [1.472, -1.083, -0.368], [-2.453, 0.894, -0.103], [-0.561, 0.307, -1.830], [2.099, -1.967, -0.289], [0.242, -1.289, -0.773], [-0.319, 0.058, -0.792], [0.788, 0.985, -0.337]], "lowdin_charge": [0.03, 0.05, 0.14, 0.08, -0.24, -0.17, 0.08, 0.17, 0.15, 0.02, -0.29, -0.02]}


4.
{"formula": "C4H5NO2", "method": "ωB97M-V/def2-TZVPD", "max_force_ha_per_bohr": 0.0733, "relative_energy_kj_mol": 189.32, "spin_multiplicity": 1, "gap_ev": 11.44, "smiles": "O=C1CCN=CO1", "symbols": ["H", "O", "C", "C", "H", "C", "N", "H", "H", "H", "O", "C"], "xyz": [[-1.951, 1.625, -1.156], [-1.657, 0.144, 0.186], [0.684, -0.494, 0.659], [-0.761, -0.522, 0.929], [1.974, 0.636, -0.742], [-1.148, 0.983, -0.801], [0.019, 1.010, -1.256], [1.141, -0.690, -1.532], [1.209, 0.059, 1.440], [0.529, -1.531, 1.239], [-1.114, -1.295, 1.797], [1.033, 0.072, -0.754]], "lowdin_charge": [0.13, 0.10, -0.06, -0.52, 0.11, -0.17, 0.07, 0.12, 0.12, 0.18, 0.09, -0.17]}


5.
{"formula": "C4H5NO2", "method": "ωB97M-V/def2-TZVPD", "max_force_ha_per_bohr": 0.0136, "relative_energy_kj_mol": 352.38, "spin_multiplicity": 1, "gap_ev": [7.77, 7.17], "symbols": ["O", "H", "H", "C", "C", "H", "N", "H", "O", "H", "C", "C"], "xyz": [[0.058, 0.869, -0.949], [-0.816, 0.005, 1.573], [2.403, 1.222, -0.085], [-1.170, 0.547, -1.109], [1.876, 0.456, 0.523], [-1.756, 1.028, -1.879], [-1.517, -0.586, -0.382], [-0.371, -1.628, 1.039], [2.326, 0.021, 1.576], [-1.184, -1.356, -0.983], [0.649, 0.019, -0.027], [-0.497, -0.599, 0.705]], "lowdin_charge": [0.09, 0.13, 0.13, -0.15, -0.28, 0.14, 0.02, 0.13, 0.00, 0.14, -0.22, -0.13]}


6.
{"formula": "C4H5NO2", "method": "ωB97M-V/def2-TZVPD", "max_force_ha_per_bohr": 0.0100, "relative_energy_kj_mol": 394.85, "spin_multiplicity": 1, "gap_ev": [7.79, 7.89], "symbols": ["C", "H", "C", "H", "N", "O", "H", "C", "C", "H", "H", "O"], "xyz": [[-0.388, 0.292, -1.395], [1.249, -0.963, -1.777], [0.227, -0.757, -2.113], [-1.520, 1.807, -1.487], [0.425, -0.292, 2.133], [1.301, -1.371, 0.348], [1.168, -0.684, 2.693], [0.492, -0.561, 0.789], [-0.480, 0.180, -0.030], [-0.007, 0.553, 2.471], [-1.342, 0.620, 0.473], [-1.125, 1.175, -2.104]], "lowdin_charge": [-0.46, 0.03, 0.29, 0.11, 0.14, 0.03, 0.11, -0.54, 0.02, 0.10, 0.12, 0.06]}